No. 1
# C8H18ClIN2OPSTc

A structure of composition C8H18ClIN2OPSTc in a non-equilibrium geometry (wB97M-V/def2-TZVPD, the Open Molecules 2025 dataset).

Output
- Frontier orbital gap (alpha / beta): 6.0 / 3.1 eV
- Expectation value of S²: 3.925
- Multiplicity: 4
- Highest occupied orbital energy (alpha / beta): -0.700 / -0.699 Eh
- Total charge: +3

Each line ends with the Löwdin charge.
Positions of all 34 atoms, in Å:
C -0.42 -0.23 -2.19  -0.04
I -3.90 -1.28 -0.30  1.18
H 0.28 -0.83 -2.81  0.06
H -0.47 0.74 -2.73  0.07
H -1.41 -0.64 -2.09  -0.03
Tc 0.90 0.24 0.04  0.69
P 0.34 -2.02 -0.23  0.71
C -0.90 -3.13 -0.95  -0.27
C 1.72 -2.72 -1.12  -0.24
H 1.47 -2.48 1.92  0.05
H 0.70 -3.94 1.20  0.08
H -0.30 -2.70 2.06  0.06
C 0.57 -2.86 1.41  -0.21
H 2.67 -2.34 -0.78  0.01
H 1.68 -3.79 -0.97  0.08
H -0.47 -4.11 -1.18  0.09
H -1.30 -2.77 -1.89  0.03
H 1.61 -2.51 -2.18  0.07
H -1.77 -3.30 -0.31  -0.01
C -0.96 0.84 -0.37  -0.48
O -1.99 1.38 -0.58  -0.02
Cl 3.10 -0.14 0.59  0.12
S 0.83 2.53 0.64  0.78
C -0.46 2.92 1.75  -0.62
N -1.79 3.05 1.50  0.05
C -2.56 3.07 2.71  -0.10
C -1.50 3.11 3.81  -0.09
N -0.26 3.03 3.08  0.08
H -2.26 2.92 0.61  0.14
H -3.12 2.12 2.71  0.13
H -3.25 3.92 2.78  0.15
H -1.57 2.23 4.45  0.14
H -1.62 4.01 4.41  0.15
H 0.61 2.88 3.54  0.16



No. 2
# C5H9IN2

An isolated molecule of C5H9IN2 in a non-equilibrium geometry (wB97M-V/def2-TZVPD, the Open Molecules 2025 dataset).

Output
- Frontier orbital gap: 9.0 eV
- SMILES string: [H]/N=C(/C)C/C(C)=N\I
- Multiplicity: 1
- Highest occupied orbital energy: -0.344 Eh

Each line ends with the Löwdin charge.
Positions of all 17 atoms, in Å:
H 0.61 1.83 0.02  0.03
N 1.33 1.24 0.43  0.14
C 1.12 0.00 0.33  -0.47
C 2.18 -1.02 0.71  -0.03
C -0.18 -0.63 -0.26  -0.20
C -1.18 0.41 -0.65  -0.51
C -2.29 0.65 0.40  -0.05
N -1.32 0.86 -1.90  -0.32
I 0.40 0.70 -3.17  0.69
H 2.32 -1.36 -0.30  0.07
H 1.61 -1.72 1.31  0.08
H 3.15 -0.70 1.06  0.08
H 0.12 -1.28 -1.08  0.06
H -0.41 -1.25 0.65  0.13
H -2.61 1.68 0.38  0.05
H -3.23 -0.01 0.65  0.11
H -1.61 0.59 1.42  0.13



No. 3
# CHFN2O3

A cluster of 2 separate species, CHFN2O3 in total in a non-equilibrium geometry (wB97M-V/def2-TZVPD, the Open Molecules 2025 dataset).

Output
- Frontier orbital gap (alpha / beta): 8.0 / 8.0 eV
- Multiplicity: 1
- Highest occupied orbital energy (alpha / beta): -0.373 / -0.373 Eh

Each line ends with the Löwdin charge.
Positions of all 8 atoms, in Å:
C 1.71 -2.35 2.33  -0.73
N -0.35 -0.14 -0.01  0.27
N 0.78 -0.35 0.23  -0.21
O 0.90 -1.80 1.57  0.03
O 1.47 -3.09 3.21  0.15
O 1.83 -0.13 -0.07  0.27
F 3.00 -2.16 1.87  0.04
H -1.19 -0.73 0.26  0.18



No. 4
# C27H61N3O5P

A cluster of 3 separate species, C27H61N3O5P in total (wB97M-V/def2-TZVPD, the Open Molecules 2025 dataset).

Output
- Frontier orbital gap: 3.8 eV
- Multiplicity: 1
- Highest occupied orbital energy: -0.055 Eh
- Total charge: -1

Each line ends with the Löwdin charge.
Positions of all 97 atoms, in Å:
C -6.20 -3.00 1.70  -0.13
O -5.91 -1.67 1.35  -0.20
C -6.07 -1.40 -0.03  -0.23
C -5.10 -0.30 -0.46  -0.16
C -4.16 -0.73 -1.58  -0.22
C -3.13 -1.78 -1.16  -0.21
C -2.01 -1.90 -2.19  -0.21
C -1.06 -3.09 -1.99  -0.22
C 0.17 -2.78 -1.11  -0.21
C -0.13 -2.65 0.40  -0.25
C 0.06 -1.22 0.92  -0.31
C 0.04 -0.93 2.43  -0.49
C 1.49 -0.81 2.94  -0.31
C 2.41 -1.95 2.55  -0.31
N 2.49 -3.10 3.09  0.07
P -0.94 -2.15 3.33  0.78
C -2.67 -1.46 3.21  -0.33
C -0.58 -1.84 5.13  -0.34
H -5.39 -3.67 1.40  0.09
H -7.13 -3.35 1.24  0.08
H -6.32 -3.04 2.78  0.08
H -7.12 -1.12 -0.22  0.12
H -5.86 -2.32 -0.61  0.11
H -4.52 -0.02 0.42  0.11
H -5.66 0.58 -0.79  0.10
H -4.74 -1.13 -2.42  0.12
H -3.64 0.16 -1.96  0.09
H -2.73 -1.51 -0.18  0.10
H -3.62 -2.76 -1.05  0.11
H -2.47 -1.98 -3.18  0.10
H -1.42 -0.97 -2.19  0.11
H -0.71 -3.45 -2.96  0.09
H -1.61 -3.92 -1.54  0.10
H 0.60 -1.84 -1.47  0.10
H 0.92 -3.56 -1.28  0.10
H 0.50 -3.34 0.96  0.08
H -1.17 -2.97 0.55  0.07
H -0.75 -0.62 0.45  0.08
H 0.98 -0.82 0.48  0.09
H 1.52 -0.68 4.02  0.06
H 1.92 0.11 2.52  0.08
H 3.08 -1.76 1.70  0.09
H 1.81 -3.15 3.85  0.02
H -3.34 -2.22 2.80  -0.01
H -3.07 -1.13 4.18  0.01
H -2.68 -0.60 2.54  0.01
H -1.51 -1.66 5.68  0.01
H 0.08 -1.00 5.33  0.01
H -0.14 -2.74 5.56  0.00
C 5.03 -1.13 4.88  -0.10
O 5.55 0.16 5.11  -0.19
C 6.85 0.20 5.67  -0.23
C 7.86 0.71 4.66  -0.22
N 8.06 -0.26 3.59  -0.05
C 8.81 0.24 2.45  -0.21
C 8.22 1.39 1.64  -0.24
O 7.07 1.05 0.90  -0.18
C 5.84 1.08 1.62  -0.09
H 3.98 -1.02 4.62  0.07
H 5.53 -1.65 4.05  0.08
H 5.10 -1.75 5.78  0.09
H 7.14 -0.78 6.05  0.12
H 6.83 0.90 6.51  0.12
H 8.82 0.89 5.16  0.12
H 7.49 1.68 4.29  0.10
H 7.17 -0.61 3.28  0.07
H 8.96 -0.60 1.76  0.12
H 9.81 0.54 2.79  0.11
H 8.97 1.68 0.90  0.12
H 8.03 2.27 2.27  0.11
H 5.85 1.85 2.39  0.09
H 5.61 0.12 2.09  0.07
H 5.05 1.30 0.91  0.09
C -2.18 3.18 -8.11  -0.12
O -1.43 3.36 -6.93  -0.19
C -1.52 4.66 -6.35  -0.22
C -2.30 4.64 -5.06  -0.22
N -3.71 4.36 -5.30  -0.05
C -4.50 4.13 -4.09  -0.20
C -4.14 2.94 -3.21  -0.23
O -4.39 1.68 -3.79  -0.20
C -3.37 1.18 -4.64  -0.10
H -1.87 2.23 -8.54  0.09
H -3.25 3.14 -7.92  0.08
H -1.98 3.98 -8.84  0.09
H -1.97 5.36 -7.06  0.12
H -0.50 4.99 -6.14  0.12
H -2.21 5.62 -4.58  0.12
H -1.82 3.90 -4.40  0.11
H -3.79 3.57 -5.91  0.07
H -5.54 3.99 -4.41  0.12
H -4.47 5.03 -3.48  0.12
H -4.78 2.99 -2.32  0.12
H -3.10 2.99 -2.85  0.12
H -2.38 1.50 -4.32  0.09
H -3.52 1.48 -5.69  0.07
H -3.41 0.09 -4.59  0.08



Q: Number 4 is which compound?
A: C27H61N3O5P